one) {
  "formula": "C4H10NO",
  "method": "wB97M-V/def2-TZVPD",
  "gap_ev": 12.6812,
  "charge": 1,
  "homo_ev": -15.90,
  "mol_weight_da": 88.13,
  "elements": ["C", "C", "C", "C", "N", "O", "H", "H", "H", "H", "H", "H", "H", "H", "H", "H"],
  "coordinates": [[-0.46, 0.63, -0.68], [0.50, -0.21, 0.15], [-1.35, 1.49, 0.20], [1.81, -0.85, -0.28], [-0.81, -0.83, -0.46], [0.34, -0.22, 1.52], [-0.07, 1.01, -1.57], [-1.73, 1.05, 1.02], [-2.14, 1.87, -0.28], [-0.84, 2.46, 0.50], [2.10, -1.80, 0.11], [2.46, -0.16, 0.16], [1.75, -0.96, -1.41], [-1.49, -1.09, 0.27], [-0.77, -1.45, -1.22], [0.71, -0.94, 1.97]],
  "mulliken_charge": [0.158, 0.669, -1.469, -1.232, -0.307, -0.517, 0.440, 0.401, 0.496, 0.319, 0.416, 0.389, 0.308, 0.312, 0.261, 0.356]
}



two) {
  "formula": "C4H10NO",
  "method": "wB97M-V/def2-TZVPD",
  "gap_ev": 3.2481,
  "charge": 1,
  "homo_ev": -12.18,
  "mol_weight_da": 88.13,
  "elements": ["O", "C", "C", "C", "C", "N", "H", "H", "H", "H", "H", "H", "H", "H", "H", "H"],
  "coordinates": [[-0.47, 0.77, 1.87], [-0.31, 1.04, 0.71], [-0.60, 0.14, -0.39], [-0.07, 0.51, -1.73], [-1.01, 0.13, -2.90], [1.57, -1.32, 3.96], [0.20, 1.97, 0.41], [-1.20, -0.76, -0.25], [0.02, 1.59, -1.59], [0.94, 0.08, -1.89], [-0.70, 0.76, -3.73], [-2.05, 0.28, -2.63], [-0.84, -0.90, -3.21], [2.42, -1.47, 3.42], [0.93, -0.66, 3.57], [1.18, -2.15, 4.37]],
  "mulliken_charge": [-0.260, -0.218, 0.264, -0.282, -1.154, -0.594, 0.322, 0.436, 0.382, 0.374, 0.339, 0.414, 0.343, 0.216, 0.206, 0.213]
}



three) {
  "formula": "C4H10NO",
  "method": "wB97M-V/def2-TZVPD",
  "gap_ev": 10.5211,
  "charge": 1,
  "homo_ev": -14.12,
  "mol_weight_da": 88.13,
  "elements": ["C", "C", "C", "C", "N", "O", "H", "H", "H", "H", "H", "H", "H", "H", "H", "H"],
  "coordinates": [[-1.71, -1.21, -0.01], [-0.92, -0.20, 0.23], [-1.12, 1.21, 0.61], [1.00, -0.55, 0.02], [1.44, 0.17, -1.20], [1.69, 0.05, 1.05], [-1.36, -2.18, -0.30], [-2.78, -1.10, 0.08], [-2.01, 1.31, 1.23], [-1.25, 1.83, -0.28], [-0.26, 1.58, 1.17], [1.14, -1.63, -0.07], [1.21, 1.17, -1.07], [2.46, 0.09, -1.30], [0.97, -0.19, -2.04], [1.50, -0.36, 1.90]],
  "mulliken_charge": [-0.850, 0.749, -1.197, -0.447, -0.261, -0.517, 0.259, 0.299, 0.403, 0.298, 0.326, 0.483, 0.359, 0.363, 0.374, 0.359]
}



Result of the stability comparison: one) is the most stable of them.



one) {
  "formula": "C3H5NO3",
  "method": "wB97M-V/def2-TZVPD",
  "gap_ev": 9.2874,
  "charge": 0,
  "homo_ev": -8.81,
  "mol_weight_da": 103.08,
  "elements": ["C", "C", "C", "N", "O", "O", "O", "H", "H", "H", "H", "H"],
  "coordinates": [[-0.84, -1.05, 0.17], [-0.05, 0.00, 0.02], [1.70, -0.27, 0.07], [-0.35, 1.41, -0.09], [2.15, -1.37, -0.10], [2.23, 0.90, 0.27], [-2.17, -0.93, 0.15], [-0.39, -1.95, -0.01], [-1.18, 1.79, 0.35], [-0.09, 1.87, -0.94], [1.41, 1.45, 0.15], [-2.44, -1.85, -0.05]],
  "mulliken_charge": [-0.151, 0.140, 0.434, -0.628, -0.537, -0.489, -0.469, 0.383, 0.192, 0.237, 0.539, 0.350]
}



two) {
  "formula": "C3H5NO3",
  "method": "wB97M-V/def2-TZVPD",
  "gap_ev": 10.9729,
  "charge": 0,
  "homo_ev": -10.24,
  "mol_weight_da": 103.08,
  "elements": ["N", "C", "O", "C", "O", "C", "O", "H", "H", "H", "H", "H"],
  "coordinates": [[-1.40, -0.86, 0.09], [-0.44, -0.43, 0.90], [-0.40, -0.87, 2.02], [-0.01, 0.89, 0.57], [1.54, 0.75, -0.02], [1.51, 0.16, -1.16], [0.49, -0.26, -1.63], [-1.35, -0.74, -0.89], [-2.00, -1.54, 0.52], [-0.45, 1.47, -0.21], [0.07, 1.43, 1.50], [2.43, -0.01, -1.69]],
  "mulliken_charge": [-0.319, 0.588, -0.622, -0.325, -0.372, 0.162, -0.546, 0.237, 0.238, 0.308, 0.245, 0.407]
}



three) {
  "formula": "C3H5NO3",
  "method": "wB97M-V/def2-TZVPD",
  "gap_ev": 11.0066,
  "charge": 0,
  "homo_ev": -10.19,
  "mol_weight_da": 103.08,
  "elements": ["N", "C", "O", "C", "O", "C", "O", "H", "H", "H", "H", "H"],
  "coordinates": [[-1.81, -0.72, 0.31], [-0.51, -0.47, 0.66], [0.18, -1.26, 1.28], [0.00, 0.93, 0.32], [1.39, 0.87, 0.00], [1.68, 0.12, -1.07], [0.86, -0.40, -1.78], [-2.19, -0.25, -0.50], [-2.10, -1.68, 0.42], [-0.55, 1.38, -0.51], [-0.08, 1.56, 1.20], [2.77, 0.07, -1.19]],
  "mulliken_charge": [-0.454, 0.556, -0.585, -0.364, -0.282, 0.175, -0.491, 0.240, 0.253, 0.319, 0.265, 0.368]
}



Result of the stability comparison: three) is the most stable of them.



one) {
  "formula": "C6H19NO3",
  "method": "wB97M-V/def2-TZVPD",
  "gap_ev": 10.2674,
  "charge": 0,
  "homo_ev": -9.73,
  "mol_weight_da": 153.22,
  "elements": ["C", "O", "C", "C", "C", "C", "C", "N", "H", "H", "H", "H", "H", "H", "H", "H", "H", "H", "H", "H", "H", "H", "H", "H", "H", "O", "H", "H", "O"],
  "coordinates": [[0.91, 0.28, 2.18], [2.04, -0.27, 1.86], [0.09, 0.62, 0.92], [-0.81, -0.43, 0.29], [-0.48, -0.63, -1.16], [-0.67, 0.73, -1.86], [-1.41, -1.66, -1.84], [-0.76, 1.79, 1.31], [1.15, 1.23, 2.73], [0.49, -0.42, 2.98], [2.49, -0.05, 1.04], [0.81, 0.82, 0.13], [-1.93, -0.15, 0.32], [-0.84, -1.37, 0.93], [0.55, -1.07, -1.23], [-1.76, 1.03, -1.75], [-0.48, 0.89, -2.95], [-0.10, 1.54, -1.48], [-0.81, -2.07, -2.87], [-1.61, -2.67, -1.34], [-2.39, -1.39, -2.20], [-1.48, 1.99, 0.68], [-1.27, 1.35, 2.11], [1.60, 2.92, -1.51], [1.04, 2.94, -0.11], [1.77, 3.14, -0.60], [1.71, -2.73, 1.67], [1.05, -2.88, 0.48], [1.10, -3.47, 1.29]],
  "mulliken_charge": [-0.793, -0.503, 0.345, -0.975, 0.831, -1.063, -1.521, -0.836, 0.330, 0.285, 0.329, 0.379, 0.361, 0.320, 0.222, 0.274, 0.358, 0.018, 0.297, 0.351, 0.381, 0.296, 0.299, 0.321, 0.356, -0.642, 0.358, 0.285, -0.660]
}



two) {
  "formula": "C6H19NO3",
  "method": "wB97M-V/def2-TZVPD",
  "gap_ev": 9.7591,
  "charge": 0,
  "homo_ev": -9.24,
  "mol_weight_da": 153.22,
  "elements": ["C", "N", "C", "O", "C", "C", "C", "C", "H", "H", "H", "H", "H", "H", "H", "H", "H", "H", "H", "H", "H", "H", "H", "H", "H", "O", "H", "H", "O"],
  "coordinates": [[-1.33, -0.43, 0.94], [-1.71, -1.71, 0.35], [-0.74, -2.28, -0.53], [0.48, -2.65, 0.18], [-1.72, 0.77, 0.09], [-0.64, 1.29, -0.90], [0.55, 1.98, -0.17], [0.13, 2.86, 0.99], [-1.68, -0.36, 1.97], [-0.24, -0.43, 1.13], [-2.12, -2.41, 0.93], [-0.35, -1.55, -1.23], [-1.14, -3.20, -0.94], [0.52, -3.57, 0.47], [-2.16, 1.59, 0.65], [-2.56, 0.44, -0.53], [-0.44, 0.45, -1.54], [-1.12, 2.12, -1.43], [1.11, 2.48, -0.96], [1.20, 1.16, 0.17], [-0.42, 2.24, 1.70], [-0.56, 3.63, 0.62], [0.98, 3.29, 1.52], [2.54, 0.60, -2.27], [1.62, -0.38, -1.67], [1.66, 0.24, -2.41], [2.59, -2.27, 0.21], [2.48, -1.69, 1.61], [3.06, -2.22, 1.06]],
  "mulliken_charge": [-0.395, -0.282, -0.375, -0.444, -1.049, -0.756, -0.043, -1.333, 0.403, 0.090, 0.268, 0.079, 0.427, 0.239, 0.503, 0.464, 0.470, 0.276, 0.383, 0.087, 0.273, 0.320, 0.399, 0.325, 0.267, -0.608, 0.319, 0.321, -0.629]
}



Result of the stability comparison: two) is the most stable of them.



one) {
  "formula": "C2H3Cl2N",
  "method": "wB97M-V/def2-TZVPD",
  "gap_ev": 10.9464,
  "charge": 0,
  "homo_ev": -10.01,
  "mol_weight_da": 111.96,
  "elements": ["C", "C", "N", "Cl", "Cl", "H", "H", "H"],
  "coordinates": [[0.61, 0.17, -0.45], [-0.53, 0.26, 0.53], [0.02, -1.04, 0.31], [2.24, 0.51, 0.01], [-2.08, 0.78, -0.06], [0.58, 0.39, -1.56], [-0.18, 0.51, 1.44], [-0.65, -1.58, -0.22]],
  "mulliken_charge": [-0.015, -0.032, -0.512, -0.183, -0.165, 0.305, 0.361, 0.241]
}



two) {
  "formula": "C2H3Cl2N",
  "method": "wB97M-V/def2-TZVPD",
  "gap_ev": 11.3026,
  "charge": 0,
  "homo_ev": -10.61,
  "mol_weight_da": 111.96,
  "elements": ["C", "C", "N", "Cl", "Cl", "H", "H", "H"],
  "coordinates": [[1.80, 0.70, -0.25], [-0.69, -0.75, 0.65], [1.14, 1.41, -0.92], [-1.41, 0.29, -0.52], [0.33, -1.94, -0.08], [-0.18, -0.13, 1.43], [-1.42, -1.40, 1.20], [0.43, 1.81, -1.51]],
  "mulliken_charge": [-0.162, -0.347, -0.188, -0.155, -0.118, 0.338, 0.289, 0.343]
}



three) {
  "formula": "C2H3Cl2N",
  "method": "wB97M-V/def2-TZVPD",
  "gap_ev": 11.7437,
  "charge": 0,
  "homo_ev": -10.99,
  "mol_weight_da": 111.96,
  "elements": ["C", "C", "N", "Cl", "Cl", "H", "H", "H"],
  "coordinates": [[-2.56, -2.70, 0.22], [0.65, -0.64, -0.72], [-2.15, -2.87, 1.28], [1.29, 0.69, -1.82], [2.05, -1.46, -0.04], [0.05, -0.08, 0.05], [0.07, -1.29, -1.30], [-1.76, -2.58, 2.08]],
  "mulliken_charge": [-0.104, -0.195, -0.130, -0.175, -0.132, 0.240, 0.255, 0.242]
}



four) {
  "formula": "C2H3Cl2N",
  "method": "wB97M-V/def2-TZVPD",
  "gap_ev": 10.9927,
  "charge": 0,
  "homo_ev": -10.19,
  "mol_weight_da": 111.96,
  "elements": ["C", "C", "N", "Cl", "Cl", "H", "H", "H"],
  "coordinates": [[-0.23, -0.17, 0.37], [-1.58, -0.02, -0.18], [-0.52, -0.22, -1.05], [-2.46, 1.54, 0.08], [-2.61, -1.38, 0.07], [0.38, 0.41, 0.99], [0.21, -1.28, 1.00], [-0.29, 0.62, -1.57]],
  "mulliken_charge": [-0.572, 0.712, -0.485, -0.176, -0.191, 0.269, 0.172, 0.272]
}



Result of the stability comparison: one) is the most stable of them.